No. 1
The following is a quantum chemistry calculation of a structure of composition C18H30CsF3N8SSe4, from the Open Molecules 2025 dataset.

Output
Energy = -11465.72565 a.u.
HOMO energy = -0.6 eV
Lowest unoccupied orbital energy = 3.8 eV
Strongest force on any atom = 0.01532 hartree/bohr
Energy relative to the best compared isomer or geometry (same formula, charge and spin) = 138.82 kJ/mol
Gap between HOMO and LUMO = 4.44 eV

```
! RIJCOSX wB97M-V def2-TZVPD def2/J DEFGRID3
* xyz -2 1
Cs -3.22245 -1.34007 0.95613
C 1.35474 -2.40694 1.89219
N 2.54316 -2.22108 1.09684
C 3.72711 -1.68061 1.71678
C 4.64197 -1.53727 0.51210
N 3.70318 -1.23441 -0.54887
C 4.23798 -1.30016 -1.88832
C 2.42689 -1.72916 -0.19781
N 1.30936 -1.71345 -0.79217
C 1.16343 -1.22303 -2.15256
C 1.28350 0.30714 -2.26793
N 0.01422 0.92737 -1.97499
C -0.61744 1.60989 -2.83391
N -0.16507 2.19507 -4.03545
C 1.14392 2.81840 -4.07731
C -1.25648 2.94956 -4.63012
C -2.47530 2.29469 -4.00820
N -1.97193 1.90274 -2.70621
C -2.78215 0.92857 -1.98778
H 1.56425 -3.13794 2.67847
H 0.55717 -2.78342 1.25567
H 1.02310 -1.47199 2.35538
H 4.13003 -2.36810 2.46536
H 3.52940 -0.70794 2.18546
H 5.18501 -2.47637 0.31778
H 5.36828 -0.72862 0.62505
H 5.23723 -0.85830 -1.87301
H 3.64362 -0.72796 -2.59366
H 4.32928 -2.32989 -2.26091
H 0.17418 -1.52325 -2.50388
H 1.88156 -1.69543 -2.83158
H 1.68315 0.53493 -3.26350
H 2.02949 0.64870 -1.53561
H 1.47380 3.10661 -3.07394
H 1.07960 3.72249 -4.68839
H 1.91215 2.18148 -4.51704
H -1.24437 2.87635 -5.71970
H -1.19361 4.01162 -4.34868
H -2.79805 1.41702 -4.58416
H -3.31808 2.98316 -3.91217
H -3.74541 1.37007 -1.72391
H -2.24772 0.65395 -1.08157
H -2.94013 0.02923 -2.59097
F -2.07571 3.38736 4.89011
C -2.76389 2.38339 5.45735
F -4.05469 2.52749 5.10935
F -2.72197 2.63701 6.79777
C -2.21566 1.01782 5.13870
C -1.74022 0.24786 6.17665
C -1.22583 -1.01863 5.92909
C -1.22065 -1.43213 4.61301
N -1.65649 -0.70829 3.58950
C -2.17033 0.53536 3.79809
S -2.73344 1.44803 2.44842
H -1.77011 0.62814 7.18860
H -0.84926 -1.65208 6.71929
H -0.83161 -2.41479 4.35873
Se -4.82990 -4.07298 0.34180
Se -5.41701 -2.99876 -1.68368
Se -4.02085 -3.80271 -3.42810
Se -2.23764 -2.31297 -3.81537
N 0.84050 0.81375 1.49521
H 0.65361 0.20607 0.69562
H 0.56020 1.73378 1.16439
H 0.10835 0.57366 2.16255
*
```

=====

No. 2
The following is a quantum chemistry calculation of a structure of composition C4H10BrN2 in a non-equilibrium geometry, from the Open Molecules 2025 dataset.

Output
Energy = -2841.60696 a.u.
HOMO energy = -13.2 eV
Lowest unoccupied orbital energy = -4.7 eV
Strongest force on any atom = 0.13331 hartree/bohr
Energy relative to the best compared isomer or geometry (same formula, charge and spin) = 230.25 kJ/mol
Gap between HOMO and LUMO = 8.51 eV

```
! RIJCOSX wB97M-V def2-TZVPD def2/J DEFGRID3
* xyz 1 1
C -0.89799 0.14512 -0.79130
C -0.67782 1.62210 -0.29942
C 0.86893 0.12504 0.73567
C 0.01115 -2.09947 0.13621
N -0.08077 -0.62083 0.16136
N 0.56032 1.45542 0.61116
Br 3.12744 0.09662 -0.39787
H -1.89140 -0.16773 -0.80003
H -0.59310 0.10924 -1.84734
H -0.71130 2.21688 -1.22511
H -1.54137 2.00917 0.41098
H 1.23932 -0.14565 1.64796
H 0.92379 -2.29372 0.54097
H -0.79373 -2.62701 0.67658
H -0.10474 -2.45838 -0.97027
H 1.40825 1.94820 0.19159
H 0.26146 2.00628 1.53621
*
```

=====

No. 3
The following is a quantum chemistry calculation of a cluster of 11 separate species, C4H30O11 in total in a non-equilibrium geometry, from the Open Molecules 2025 dataset.

Output
Energy = -997.96591 a.u.
HOMO energy = -9.6 eV
Lowest unoccupied orbital energy = -0.2 eV
SMILES string = CO.CO.CO.CO.O.O.O.O.O.O.O
Strongest force on any atom = 0.04449 hartree/bohr
Energy relative to the best compared isomer or geometry (same formula, charge and spin) = 298.17 kJ/mol
Gap between HOMO and LUMO = 9.42 eV

```
! RIJCOSX wB97M-V def2-TZVPD def2/J DEFGRID3
* xyz 0 1
C -3.61082 1.46027 -0.88823
O -2.55747 1.49429 0.11042
H -3.90764 0.43057 -1.08571
H -4.45343 1.98339 -0.43475
H -3.21545 2.00355 -1.74384
H -1.77952 1.86786 -0.32518
C 3.27021 -0.02271 -2.81324
O 2.34525 -0.22244 -1.74174
H 3.57966 -0.93927 -3.31262
H 2.72790 0.62037 -3.51703
H 4.11445 0.57413 -2.47944
H 1.58648 -0.74442 -2.05501
C 2.14682 1.84521 1.82045
O 0.74214 1.82012 1.66826
H 2.53189 1.86810 2.83400
H 2.52908 0.96155 1.29302
H 2.59132 2.67731 1.26101
H 0.46605 1.93279 0.74581
C 0.33871 2.47866 -2.31355
O 0.10618 1.63775 -1.19140
H -0.31490 2.17255 -3.13593
H 0.11302 3.51244 -2.05147
H 1.36485 2.49576 -2.68745
H 0.77208 0.91721 -1.29672
O 0.43997 -1.42948 0.56239
H 0.33634 -1.69757 -0.36249
H -0.07737 -2.06733 1.05532
O -2.03141 -2.38045 2.65834
H -2.59211 -2.68556 3.37917
H -2.09431 -1.41251 2.67544
O 0.08021 -1.88308 -2.07530
H 0.00587 -2.84815 -1.99191
H -0.45523 -1.65929 -2.84652
O -1.10317 -3.95601 0.63009
H -0.20877 -3.58775 0.60111
H -1.50588 -3.55802 1.43228
O 2.90644 -2.83139 0.18518
H 3.55274 -2.30770 -0.29753
H 2.15096 -2.22879 0.31439
O -0.38323 0.63751 3.90463
H -1.23023 0.31526 3.57331
H 0.02195 1.05315 3.10965
O -2.88227 0.38441 2.55478
H -2.57707 0.85159 1.73669
H -3.84027 0.46610 2.54133
*
```

=====

No. 4
The following is a quantum chemistry calculation of a cluster of 7 separate species, C27H55F6O23PS7 in total in a non-equilibrium geometry, from the Open Molecules 2025 dataset.

Output
Energy = -6520.13282 a.u.
HOMO energy = -8.7 eV
Lowest unoccupied orbital energy = -0.2 eV
SMILES string = O=C1CC[C@@]([PH2]=S)(C(=O)C(F)(F)C(F)(F)C(F)(F)C(=O)O)O1.CCOS(C)(=O)=O.CCOS(C)(=O)=O.CCOS(C)(=O)=O.CCOS(C)(=O)=O.CCOS(C)(=O)=O.CCOS(C)(=O)=O
Strongest force on any atom = 0.03619 hartree/bohr
Gap between HOMO and LUMO = 8.51 eV

```
! RIJCOSX wB97M-V def2-TZVPD def2/J DEFGRID3
* xyz 0 1
O 2.62011 0.90893 5.51027
C 3.33404 1.60606 4.86576
C 3.10151 3.00143 4.34491
C 4.51735 3.47601 4.03535
C 5.24516 2.17135 3.70258
P 4.95195 1.72841 1.93416
S 5.97618 2.77101 0.64930
C 6.72224 2.27250 4.03654
O 7.26011 3.33986 4.13801
C 7.52619 0.96255 4.16490
F 6.95665 0.11397 5.05055
F 7.48778 0.37351 2.92898
C 9.02384 1.15781 4.51956
F 9.61551 -0.05428 4.38207
F 9.57439 2.00590 3.61278
C 9.32970 1.69191 5.96044
F 8.43861 1.18621 6.84174
F 10.57266 1.23710 6.29000
C 9.32976 3.22926 6.11124
O 8.44794 3.79459 6.69407
O 10.41458 3.78230 5.58918
O 4.56274 1.16138 4.46744
H 2.40615 2.99112 3.51228
H 2.69722 3.58298 5.16695
H 4.94051 3.82475 4.97487
H 4.62283 4.24115 3.27484
H 5.15639 0.35201 1.84954
H 3.57356 1.89528 1.77040
H 10.35087 4.73462 5.77007
O 2.84956 -0.89483 0.43898
S 2.81874 -0.59912 -0.96579
O 2.97725 0.75708 -1.38999
O 1.50771 -1.20941 -1.59253
C 0.25317 -0.90040 -0.92298
C -0.19589 0.52310 -1.16487
C 3.98571 -1.60764 -1.80928
H 0.35381 -1.10671 0.14297
H -0.46226 -1.61251 -1.32720
H 0.47821 1.23563 -0.68967
H -1.19224 0.67484 -0.75031
H -0.21945 0.74623 -2.23240
H 3.84718 -2.63917 -1.49932
H 4.97271 -1.24784 -1.52653
H 3.83269 -1.49171 -2.87840
O -0.56034 3.37687 -4.30607
S -0.81662 2.53254 -5.43634
O -0.74112 1.11529 -5.27904
O 0.12752 2.99004 -6.62477
C 1.54327 3.10998 -6.33731
C 2.24333 1.76951 -6.26225
C -2.35225 2.96131 -6.17364
H 1.67145 3.68309 -5.41856
H 1.93278 3.70660 -7.15885
H 1.90976 1.19250 -5.40141
H 3.31835 1.92636 -6.17483
H 2.04216 1.18271 -7.15812
H -2.38787 4.03768 -6.31296
H -3.12913 2.63509 -5.48573
H -2.43964 2.43584 -7.12021
O -2.92325 -1.91851 3.28640
S -2.61416 -1.04882 4.38092
O -2.07677 0.24921 4.11994
O -1.68026 -1.82461 5.39956
C -0.48755 -2.45515 4.86790
C 0.62733 -1.47017 4.59017
C -4.01188 -0.89421 5.43699
H -0.75875 -3.02668 3.97932
H -0.19312 -3.16382 5.63888
H 0.36799 -0.80031 3.77136
H 1.53451 -2.00917 4.31700
H 0.83484 -0.85889 5.46485
H -4.39935 -1.88501 5.65405
H -4.74770 -0.30330 4.89672
H -3.70571 -0.38101 6.34401
O -3.54921 -3.95905 -3.14651
S -2.81546 -4.66166 -2.13679
O -1.49775 -4.23939 -1.77725
O -2.79412 -6.20768 -2.50622
C -2.33003 -6.57059 -3.82688
C -0.82298 -6.50157 -3.95962
C -3.79770 -4.78359 -0.68600
H -2.82750 -5.94023 -4.56591
H -2.68435 -7.58965 -3.96578
H -0.46302 -5.47654 -3.89047
H -0.52293 -6.90801 -4.92560
H -0.34432 -7.07826 -3.16898
H -4.79078 -5.13037 -0.96114
H -3.84802 -3.78400 -0.26013
H -3.31168 -5.46629 0.00523
O -7.33437 -4.52314 -2.30082
S -7.42332 -4.11526 -3.67217
O -7.31398 -2.73314 -4.01557
O -8.76796 -4.69953 -4.28910
C -9.99865 -4.42137 -3.58255
C -10.49560 -3.00739 -3.80169
C -6.30194 -5.05100 -4.64768
H -9.85767 -4.64036 -2.52336
H -10.70646 -5.14534 -3.98015
H -9.82958 -2.27562 -3.34827
H -11.48472 -2.89580 -3.35709
H -10.55957 -2.78598 -4.86655
H -6.42027 -6.10229 -4.40001
H -5.30586 -4.69753 -4.38597
H -6.51363 -4.86551 -5.69698
O -2.37725 3.28248 -0.33247
S -1.36517 4.26925 -0.10139
O -0.31166 3.99838 0.82884
O -2.08223 5.63156 0.30379
C -3.05141 5.57252 1.37385
C -2.41140 5.47830 2.74377
C -0.67272 4.78131 -1.62631
H -3.73344 4.74131 1.19049
H -3.61811 6.49596 1.27503
H -1.89938 4.52743 2.87997
H -3.17935 5.56873 3.51233
H -1.68021 6.27501 2.87869
H -1.47347 5.00519 -2.32232
H -0.08062 3.94770 -1.99135
H -0.04139 5.64882 -1.45235
*
```

=====

No. 5
The following is a quantum chemistry calculation of an isolated molecule of C6H8, from the Open Molecules 2025 dataset.

Output
Energy = -233.28389 a.u.
HOMO energy = -8.1 eV
Lowest unoccupied orbital energy = -0.4 eV
Strongest force on any atom = 0.00897 hartree/bohr
Energy relative to the best compared isomer or geometry (same formula, charge and spin) = 270.72 kJ/mol
Gap between HOMO and LUMO = 7.75 eV

```
! RIJCOSX wB97M-V def2-TZVPD def2/J DEFGRID3
* xyz 0 1
C 0.59459 -0.98730 -1.11881
C 0.28203 0.39485 -0.50979
C -1.22772 0.48658 -0.20106
C -1.45006 0.03274 1.21328
C -0.12206 0.18338 1.80037
C 0.83519 0.43544 0.87766
H 1.64983 -1.25819 -1.00750
H 0.33896 -1.02119 -2.18185
H 0.68491 1.18766 -1.15377
H -1.87602 0.00617 -0.94186
H -1.54818 1.54217 -0.15131
H -0.00123 -1.74400 -0.59556
H 0.07972 0.05326 2.86052
H 1.89618 0.58605 1.07821
*
```

=====

Question: HOMO energy of number 3 (C4H30O11)?
Answer: -9.6 eV